1.
{"formula": "C41H56AsGe2KN10OS", "method": "ωB97M-V with the def2-TZVPD basis set", "gap_ev": 5.51, "spin_multiplicity": 1, "homo_energy_ev": -5.51, "species": ["K", "N", "C", "N", "C", "N", "N", "C", "N", "C", "C", "C", "C", "C", "N", "H", "H", "H", "H", "H", "H", "H", "H", "C", "C", "Ge", "C", "C", "C", "C", "Ge", "C", "C", "C", "C", "C", "C", "C", "C", "C", "C", "H", "H", "H", "H", "H", "H", "H", "H", "H", "H", "H", "H", "H", "H", "H", "H", "H", "H", "H", "H", "H", "H", "H", "H", "H", "H", "C", "C", "C", "C", "C", "N", "C", "O", "N", "C", "C", "C", "C", "N", "C", "C", "C", "H", "H", "H", "H", "H", "H", "H", "H", "H", "H", "H", "H", "H", "S", "C", "N", "C", "As", "C", "C", "H", "H", "H", "H", "H", "H", "H", "H", "H"], "coordinates": [[-0.1345, 0.3389, 1.0430], [0.6754, -1.5116, 3.9353], [-0.4723, -0.9346, 4.3178], [-0.6960, -0.8127, 5.6267], [-1.8795, -0.2882, 5.9318], [-2.1629, -0.1109, 7.2348], [-2.8323, 0.0742, 5.0523], [-2.4806, -0.0709, 3.7855], [-1.3194, -0.5420, 3.3430], [-3.4982, 0.3171, 2.7560], [-4.8388, 0.3737, 3.1098], [-5.7662, 0.6938, 2.1305], [-5.3176, 0.9554, 0.8489], [-3.9539, 0.8944, 0.5930], [-3.0550, 0.5795, 1.5239], [1.3424, -1.7722, 4.6386], [0.9153, -1.6224, 2.9608], [-1.4600, -0.3089, 7.9222], [-3.0227, 0.3364, 7.4921], [-5.1267, 0.1694, 4.1301], [-6.8209, 0.7375, 2.3694], [-5.9989, 1.2096, 0.0486], [-3.5693, 1.1210, -0.3991], [-2.2556, 6.0882, -0.1702], [-0.9704, 6.1055, 0.6604], [-0.5739, 4.3076, 1.3082], [-1.6991, 3.9489, 2.8763], [-1.1213, 3.1691, 4.0534], [-0.9122, 2.9441, -0.0013], [-0.3204, 2.5579, -1.1448], [-1.5833, 1.5599, -2.4695], [-1.3856, -0.3683, -1.8301], [0.0050, -0.9954, -1.7870], [-0.5648, 1.3981, -4.2239], [0.9495, 1.4961, -4.4049], [1.0125, 3.1147, -1.4663], [1.1438, 4.4580, -1.8180], [2.3825, 4.9921, -2.1445], [3.5160, 4.1931, -2.1146], [3.3961, 2.8528, -1.7696], [2.1565, 2.3172, -1.4604], [-2.5121, 7.0873, -0.5256], [-3.1055, 5.7238, 0.4123], [-2.1609, 5.4335, -1.0387], [-1.0734, 6.7616, 1.5284], [-0.1319, 6.4808, 0.0715], [-2.5730, 3.4236, 2.4754], [-2.0596, 4.9244, 3.2158], [-0.8177, 2.1620, 3.7664], [-1.8601, 3.0743, 4.8517], [-0.2405, 3.6609, 4.4700], [-1.9402, 2.5984, 0.1463], [-1.9959, -0.9405, -2.5393], [-1.9074, -0.4939, -0.8706], [0.5469, -0.8152, -2.7133], [-0.0086, -2.0774, -1.6198], [0.6220, -0.5622, -0.9946], [-1.0354, 2.1391, -4.8770], [-0.9161, 0.4296, -4.6055], [1.3223, 2.4894, -4.1479], [1.2454, 1.3073, -5.4434], [1.4993, 0.7904, -3.7792], [0.2542, 5.0760, -1.8630], [2.4608, 6.0343, -2.4285], [4.4832, 4.6056, -2.3706], [4.2739, 2.2173, -1.7615], [2.0580, 1.2600, -1.2358], [-1.6553, -2.5157, -5.5323], [-0.5962, -3.1391, -4.6679], [-0.8904, -4.2008, -3.8243], [0.0641, -4.7792, -2.9975], [1.3586, -4.2759, -2.9886], [2.4200, -4.7868, -2.1956], [2.4552, -5.8286, -1.2978], [3.4394, -6.5348, -1.1921], [1.3287, -6.0738, -0.5223], [0.5277, -5.1199, 0.1456], [-0.7038, -5.5195, 0.6483], [-1.4577, -4.6135, 1.3687], [-0.9570, -3.3355, 1.5693], [0.2169, -2.9381, 1.0797], [0.9312, -3.8095, 0.3729], [1.6736, -3.2201, -3.8414], [0.7140, -2.6673, -4.6693], [-2.4718, -3.2139, -5.7172], [-1.2522, -2.2041, -6.4963], [-2.0784, -1.6287, -5.0560], [-1.8962, -4.6053, -3.8158], [-0.2070, -5.6290, -2.3943], [3.3344, -4.6685, -2.6067], [1.4695, -6.9327, -0.0095], [-1.0581, -6.5270, 0.4658], [-2.4223, -4.8884, 1.7724], [-1.5143, -2.6015, 2.1385], [1.8708, -3.4539, -0.0299], [2.6827, -2.8224, -3.8475], [0.9886, -1.8403, -5.3138], [1.6212, 4.4265, 2.0382], [1.6471, 2.7764, 2.4031], [1.5901, 1.6397, 2.6086], [4.3997, 0.7803, 1.1609], [3.0549, -0.6091, 0.8436], [3.7089, -1.8363, 2.2332], [3.9131, -1.4943, -0.6916], [5.3976, 0.4033, 0.9365], [4.3457, 1.0616, 2.2117], [4.1855, 1.6592, 0.5570], [4.7758, -2.0243, 2.1112], [3.1704, -2.7835, 2.1795], [3.5393, -1.3780, 3.2078], [4.9988, -1.4281, -0.6209], [3.5773, -1.0301, -1.6198], [3.6294, -2.5461, -0.7160]], "forces_ev_per_angstrom": [[-0.434, -0.269, -0.116], [0.144, -0.019, 0.018], [0.011, -0.012, -0.052], [0.012, 0.019, 0.000], [-0.019, 0.024, 0.006], [-0.010, -0.006, 0.031], [0.036, -0.021, 0.009], [-0.060, 0.055, -0.093], [-0.018, -0.080, 0.202], [0.045, 0.010, 0.058], [-0.009, 0.025, -0.031], [-0.001, -0.010, 0.042], [0.013, 0.013, -0.046], [0.009, 0.041, 0.032], [0.023, -0.108, 0.050], [-0.025, 0.038, 0.026], [-0.144, -0.051, 0.022], [0.005, -0.004, -0.010], [0.002, 0.000, -0.014], [-0.003, -0.006, -0.001], [-0.002, 0.002, -0.006], [-0.006, 0.001, 0.006], [-0.007, -0.018, -0.005], [-0.045, -0.015, -0.009], [0.114, 0.151, 0.007], [-0.072, -0.020, 0.017], [-0.147, 0.102, 0.027], [0.053, -0.038, 0.013], [-0.239, 0.068, -0.182], [0.029, 0.181, 0.077], [-0.051, 0.099, -0.016], [0.108, -0.105, 0.062], [0.018, 0.061, 0.084], [-0.033, -0.032, -0.073], [0.061, 0.040, 0.018], [-0.002, -0.051, -0.067], [-0.013, 0.022, -0.025], [0.014, -0.014, -0.005], [0.009, 0.003, -0.004], [-0.012, -0.029, 0.016], [-0.033, 0.030, 0.029], [0.016, 0.003, -0.002], [0.008, 0.001, 0.008], [0.009, -0.003, 0.003], [-0.002, 0.004, -0.011], [0.001, -0.019, -0.011], [-0.001, 0.003, 0.004], [0.006, -0.016, 0.025], [-0.001, 0.001, -0.012], [-0.001, 0.002, -0.001], [-0.005, 0.011, -0.008], [0.036, -0.048, 0.053], [-0.045, 0.073, -0.028], [0.043, -0.032, -0.006], [-0.045, 0.003, -0.049], [-0.009, -0.009, -0.027], [0.164, -0.108, -0.210], [0.011, -0.002, -0.003], [0.023, -0.032, -0.012], [-0.013, 0.006, 0.003], [-0.017, -0.014, -0.005], [-0.011, -0.035, 0.023], [0.007, 0.003, -0.001], [0.003, 0.003, 0.004], [0.000, 0.003, 0.000], [0.003, 0.006, -0.006], [0.017, -0.008, -0.003], [-0.033, 0.022, -0.039], [0.048, 0.015, -0.007], [-0.039, -0.040, 0.038], [0.044, 0.065, -0.042], [0.023, 0.053, 0.021], [0.029, -0.026, 0.014], [-0.024, -0.069, -0.130], [0.001, 0.052, 0.046], [0.053, 0.001, 0.009], [-0.018, -0.012, -0.074], [-0.017, 0.011, -0.012], [0.009, 0.028, 0.004], [-0.044, -0.065, -0.063], [-0.160, 0.081, 0.048], [0.087, 0.039, 0.043], [-0.010, 0.018, 0.016], [0.007, -0.039, -0.004], [0.002, -0.001, 0.008], [0.024, 0.002, 0.014], [0.007, 0.010, 0.024], [0.003, -0.001, 0.003], [0.003, -0.065, 0.103], [-0.018, -0.008, -0.020], [-0.049, 0.000, 0.005], [0.006, -0.001, 0.014], [-0.001, -0.002, -0.003], [0.014, 0.015, 0.002], [0.021, -0.002, 0.024], [0.002, -0.001, 0.012], [-0.016, 0.012, -0.011], [0.096, -0.265, 0.055], [-0.067, 0.137, -0.136], [0.245, 0.259, 0.287], [-0.044, -0.050, 0.037], [0.277, -0.139, -0.052], [-0.005, -0.003, -0.070], [-0.004, 0.048, 0.024], [0.004, 0.010, -0.004], [-0.004, 0.029, -0.009], [0.017, 0.013, 0.001], [0.000, -0.004, 0.005], [0.003, 0.003, 0.026], [0.000, -0.010, 0.006], [0.006, 0.000, -0.001], [0.015, 0.017, 0.001], [-0.012, -0.010, -0.032]]}

2.
{"formula": "C37H38AuN4O3Sb", "method": "ωB97M-V with the def2-TZVPD basis set", "gap_ev": [5.82, 5.74], "spin_multiplicity": 1, "charge": 2, "homo_energy_ev": [-13.13, -13.10], "species": ["Au", "C", "C", "C", "C", "C", "C", "Sb", "C", "C", "C", "C", "C", "C", "C", "C", "C", "C", "C", "C", "H", "H", "H", "H", "H", "H", "H", "H", "H", "H", "H", "H", "H", "H", "H", "O", "H", "H", "C", "N", "C", "C", "C", "C", "C", "C", "C", "C", "H", "H", "H", "H", "H", "H", "H", "H", "H", "H", "H", "H", "H", "N", "C", "C", "C", "C", "N", "C", "C", "H", "H", "H", "H", "O", "C", "C", "C", "C", "O", "N", "H", "H", "H", "H"], "coordinates": [[0.4754, -0.6568, 0.8130], [-5.3951, 1.3232, -3.9881], [-4.2288, 2.0030, -4.3174], [-3.0552, 1.7538, -3.6207], [-3.0766, 0.8156, -2.5926], [-4.2339, 0.1291, -2.2536], [-5.4005, 0.3903, -2.9621], [-1.2162, 0.4743, -1.6450], [-0.0207, -0.1022, -3.2943], [0.8668, 0.7745, -3.9135], [1.5565, 0.3582, -5.0475], [1.3623, -0.9186, -5.5561], [0.4671, -1.7869, -4.9428], [-0.2225, -1.3826, -3.8097], [-0.6546, 2.4649, -1.2164], [-1.6697, 3.4034, -1.0217], [-1.3419, 4.7367, -0.8129], [-0.0093, 5.1270, -0.7817], [1.0006, 4.1875, -0.9402], [0.6810, 2.8532, -1.1452], [-6.3051, 1.5245, -4.5369], [-4.2278, 2.7306, -5.1180], [-2.1482, 2.2854, -3.8832], [-4.2377, -0.5977, -1.4513], [-6.3105, -0.1376, -2.7106], [1.0115, 1.7799, -3.5404], [2.2373, 1.0407, -5.5393], [1.8997, -1.2348, -6.4404], [0.3020, -2.7752, -5.3536], [-0.9282, -2.0615, -3.3423], [-2.7112, 3.1046, -1.0544], [-2.1269, 5.4702, -0.6814], [0.2435, 6.1669, -0.6227], [2.0377, 4.4924, -0.8987], [1.4770, 2.1223, -1.2340], [-2.1005, -1.7990, 0.1487], [-2.5664, -1.2801, 0.8485], [-2.4783, -2.6871, 0.1875], [1.3819, 0.5617, 4.7497], [0.4058, -0.5175, 5.0962], [0.6785, -1.0408, 6.4676], [0.3270, -1.6318, 4.0478], [1.6485, -1.9029, 3.3914], [2.6115, -2.6379, 4.0886], [3.8792, -2.8314, 3.5691], [4.1992, -2.2869, 2.3353], [3.2377, -1.5962, 1.6085], [1.9607, -1.4182, 2.1186], [1.1998, 1.4091, 5.4071], [1.2678, 0.8552, 3.7107], [2.3874, 0.1822, 4.9071], [-0.5215, -0.0946, 5.1173], [1.6379, -1.5487, 6.4582], [-0.1102, -1.7318, 6.7542], [0.7145, -0.2070, 7.1640], [-0.4062, -1.3029, 3.3142], [-0.0582, -2.5081, 4.5656], [2.3581, -3.0830, 5.0440], [4.6120, -3.4022, 4.1226], [5.1925, -2.4130, 1.9251], [3.5087, -1.1957, 0.6420], [3.2432, -5.2468, -4.3727], [2.8257, -4.5312, -3.5791], [2.2800, -3.6335, -2.5962], [1.2157, -4.0330, -1.7947], [0.7042, -3.1350, -0.8813], [1.1908, -1.8941, -0.7599], [2.2204, -1.5121, -1.5276], [2.7972, -2.3518, -2.4543], [0.7963, -5.0248, -1.8815], [-0.1127, -3.4007, -0.2277], [2.5762, -0.4984, -1.4012], [3.6237, -2.0131, -3.0617], [-2.7996, 0.0385, 2.0028], [-1.9663, 0.9231, 2.1176], [-2.2469, 2.3070, 2.6663], [-0.9093, 3.0389, 2.5771], [0.0439, 2.0041, 2.0264], [1.2318, 2.1260, 1.8493], [-0.6459, 0.8182, 1.7692], [-2.6308, 2.2157, 3.6826], [-3.0394, 2.7637, 2.0739], [-0.5391, 3.3966, 3.5378], [-0.9235, 3.8927, 1.9007]], "forces_ev_per_angstrom": [[-1.185, 0.402, -2.063], [-0.001, 0.010, -0.002], [0.046, 0.027, 0.009], [-0.138, -0.083, -0.028], [0.088, -0.295, 0.289], [-0.027, 0.054, -0.033], [0.002, -0.009, 0.019], [1.103, -0.013, 0.967], [-0.188, 0.155, -0.013], [0.012, -0.181, -0.099], [0.051, 0.019, 0.057], [0.022, -0.001, -0.008], [0.018, -0.049, 0.033], [0.039, 0.102, -0.043], [-0.202, 0.035, -0.248], [0.193, 0.059, -0.043], [-0.016, -0.015, 0.086], [-0.011, 0.037, 0.019], [0.041, -0.037, 0.065], [-0.146, 0.083, 0.028], [-0.001, -0.004, -0.003], [-0.020, -0.007, -0.008], [0.004, -0.003, -0.002], [0.025, 0.000, -0.004], [-0.008, 0.008, -0.005], [-0.019, 0.019, -0.001], [0.006, -0.010, -0.012], [-0.014, 0.006, -0.012], [0.001, 0.002, -0.014], [-0.043, 0.004, -0.023], [-0.010, 0.023, -0.078], [0.005, 0.010, 0.005], [0.004, 0.004, -0.027], [0.002, 0.011, 0.016], [0.026, 0.003, -0.049], [-0.314, -0.490, 0.212], [0.263, -0.019, -0.145], [-0.147, 0.051, 0.005], [0.010, 0.094, -0.011], [0.059, -0.055, 0.006], [-0.028, -0.035, 0.065], [0.016, -0.004, -0.128], [-0.048, -0.010, -0.008], [0.015, 0.005, -0.032], [0.004, 0.014, 0.004], [-0.002, 0.017, 0.041], [-0.088, 0.110, -0.074], [-0.583, 0.126, 0.064], [-0.009, -0.023, 0.027], [0.037, -0.068, 0.062], [-0.004, -0.021, -0.002], [-0.001, -0.003, 0.007], [0.018, 0.028, -0.008], [-0.007, -0.002, -0.022], [-0.011, 0.016, -0.018], [-0.044, 0.003, 0.064], [-0.022, 0.018, 0.024], [-0.009, -0.004, -0.011], [-0.001, -0.005, -0.006], [-0.007, 0.011, -0.009], [0.026, 0.001, -0.004], [0.019, -0.006, -0.026], [-0.051, 0.045, 0.079], [0.037, -0.065, -0.058], [-0.009, 0.059, -0.029], [-0.058, -0.100, 0.014], [0.306, 0.060, 0.947], [-0.042, 0.204, -0.055], [-0.024, -0.005, -0.037], [-0.010, 0.005, 0.024], [-0.005, 0.029, 0.013], [0.005, -0.002, 0.021], [-0.019, 0.033, -0.001], [0.137, 0.037, 0.018], [-0.327, -0.315, -0.121], [0.086, 0.092, -0.049], [-0.074, -0.050, 0.010], [-0.042, 0.110, -0.034], [0.069, -0.069, 0.006], [1.188, -0.137, 0.473], [-0.025, -0.025, -0.006], [0.004, -0.033, -0.018], [0.038, 0.012, -0.016], [0.014, 0.002, -0.031]]}

3.
{"formula": "C2H4FNO3", "method": "ωB97M-V with the def2-TZVPD basis set", "smiles": "C[C@](O)(F)[N+](=O)[O-]", "gap_ev": 11.67, "spin_multiplicity": 1, "homo_energy_ev": -11.40, "species": ["C", "C", "N", "O", "O", "O", "F", "H", "H", "H", "H"], "coordinates": [[0.2698, 0.2137, -0.1556], [-1.0909, -0.3244, 0.2457], [-2.3937, 0.3886, -0.0713], [-3.3729, -0.2579, 0.0546], [-2.3819, 1.5251, -0.4233], [-1.1907, -0.7968, 1.5734], [-1.2977, -1.4558, -0.5257], [0.5606, -0.3864, -0.9470], [0.3483, 1.2475, -0.3080], [1.0507, -0.0243, 0.4711], [-1.1972, -1.7779, 1.5092]], "forces_ev_per_angstrom": [[-1.893, 0.427, 0.257], [0.523, -2.949, 1.317], [0.399, 0.807, 0.308], [-1.513, -1.567, 0.438], [0.943, 1.980, -0.571], [0.330, 0.341, -0.860], [0.406, -0.246, -0.409], [0.198, -0.488, -2.420], [-0.298, 1.385, -0.657], [1.085, -0.588, 2.548], [-0.179, 0.899, 0.050]]}

Across the entries above, largest force on an atom takes the values 0.0102, 0.0469, 0.0636 Eh/bohr, respectively.